Entry 1:
ORCA calculation (wB97M-V/def2-TZVPD) on a 10-piece molecular cluster, C35H66F2O14 overall.

Each atom is followed by the atoms it is bonded to, with distances in Å.
Atoms and positions in Å:
1 O 3.267 -6.258 3.674  C2 1.215
2 C 2.064 -6.429 3.689  O1 1.215, O3 1.348, O7 1.357
3 O 1.212 -5.733 4.468  C2 1.348, C4 1.423
4 C -0.096 -6.293 4.461  O3 1.423, C5 1.524, H8 1.090, H9 1.090
5 C -0.091 -7.128 3.186  C4 1.524, F6 1.343, O7 1.423, H10 1.090
6 F -0.586 -6.413 2.163  C5 1.343
7 O 1.307 -7.333 3.019  C2 1.357, C5 1.423
8 H -0.066 -6.984 5.304  C4 1.090
9 H -0.920 -5.584 4.545  C4 1.090
10 H -0.643 -8.056 3.334  C5 1.090
11 O 0.762 7.870 -0.872  C12 1.212
12 C -0.078 7.471 -1.649  O11 1.212, O13 1.358, O17 1.411
13 O -1.193 8.190 -1.939  C12 1.358, C14 1.434
14 C -2.017 7.393 -2.801  O13 1.434, C15 1.558, H18 1.090, H19 1.090
15 C -1.214 6.094 -3.112  C14 1.558, F16 1.372, O17 1.413, H20 1.090
16 F -0.717 6.044 -4.390  C15 1.372
17 O -0.157 6.166 -2.177  C12 1.411, C15 1.413
18 H -2.923 7.108 -2.266  C14 1.090
19 H -2.238 7.959 -3.706  C14 1.090
20 H -1.855 5.216 -3.040  C15 1.090
21 C -2.260 6.149 5.400  C22 1.523, C25 1.477, H26 1.090, H27 1.090
22 C -1.804 5.788 3.993  C21 1.523, C23 1.511, H28 1.090, H29 1.090
23 C -0.321 5.606 4.213  C22 1.511, O24 1.449, H30 1.090, H31 1.090
24 O -0.003 6.620 5.199  C23 1.449, C25 1.431
25 C -1.074 6.614 6.148  C21 1.477, O24 1.431, H32 1.090, H33 1.090
26 H -2.646 5.235 5.852  C21 1.090
27 H -2.964 6.982 5.387  C21 1.090
28 H -2.014 6.612 3.311  C22 1.090
29 H -2.181 4.823 3.654  C22 1.090
30 H 0.289 5.734 3.319  C23 1.090
31 H -0.029 4.657 4.663  C23 1.090
32 H -1.162 7.595 6.614  C25 1.090
33 H -0.924 5.914 6.970  C25 1.090
34 C -3.947 -3.912 -3.477  C35 1.488, C38 1.561, H39 1.090, H40 1.090
35 C -3.953 -2.805 -4.472  C34 1.488, C36 1.517, H41 1.090, H42 1.090
36 C -5.418 -2.625 -4.823  C35 1.517, O37 1.403, H43 1.090, H44 1.090
37 O -6.047 -2.836 -3.586  C36 1.403, C38 1.452
38 C -5.264 -3.657 -2.680  C34 1.561, O37 1.452, H45 1.090, H46 1.090
39 H -3.009 -3.854 -2.925  C34 1.090
40 H -4.101 -4.841 -4.027  C34 1.090
41 H -3.329 -3.047 -5.332  C35 1.090
42 H -3.631 -1.829 -4.111  C35 1.090
43 H -5.913 -3.414 -5.388  C36 1.090
44 H -5.754 -1.620 -5.076  C36 1.090
45 H -5.769 -4.599 -2.468  C38 1.090
46 H -5.102 -3.149 -1.729  C38 1.090
47 C 5.708 0.256 3.471  C48 1.515, C51 1.544, H52 1.090, H53 1.090
48 C 6.837 0.986 2.773  C47 1.515, C49 1.552, H54 1.090, H55 1.090
49 C 6.299 2.436 2.899  C48 1.552, O50 1.416, H56 1.090, H57 1.090
50 O 5.760 2.493 4.207  C49 1.416, C51 1.425
51 C 5.153 1.243 4.522  C47 1.544, O50 1.425, H58 1.090, H59 1.090
52 H 6.103 -0.599 4.019  C47 1.090
53 H 4.876 0.073 2.791  C47 1.090
54 H 7.026 0.625 1.762  C48 1.090
55 H 7.739 0.796 3.354  C48 1.090
56 H 5.560 2.823 2.198  C49 1.090
57 H 7.118 3.141 2.755  C49 1.090
58 H 4.064 1.226 4.484  C51 1.090
59 H 5.709 0.960 5.416  C51 1.090
60 C 4.644 -4.926 -3.723  C61 1.514, C64 1.535, H65 1.090, H66 1.090
61 C 4.582 -6.076 -2.741  C60 1.514, C62 1.511, H67 1.090, H68 1.090
62 C 3.193 -6.635 -2.944  C61 1.511, O63 1.459, H69 1.090, H70 1.090
63 O 2.688 -6.028 -4.172  C62 1.459, C64 1.433
64 C 3.781 -5.437 -4.885  C60 1.535, O63 1.433, H71 1.090, H72 1.090
65 H 5.623 -4.530 -3.993  C60 1.090
66 H 4.140 -4.145 -3.153  C60 1.090
67 H 4.865 -5.697 -1.760  C61 1.090
68 H 5.415 -6.745 -2.960  C61 1.090
69 H 2.584 -6.150 -2.181  C62 1.090
70 H 3.144 -7.724 -2.952  C62 1.090
71 H 3.422 -4.734 -5.637  C64 1.090
72 H 4.237 -6.240 -5.465  C64 1.090
73 C -5.816 -1.952 5.667  C74 1.494, C77 1.499, H78 1.090, H79 1.090
74 C -5.265 -1.388 4.397  C73 1.494, C75 1.536, H80 1.090, H81 1.090
75 C -4.988 0.024 4.931  C74 1.536, O76 1.422, H82 1.090, H83 1.090
76 O -5.419 0.159 6.280  C75 1.422, C77 1.409
77 C -6.385 -0.844 6.500  C73 1.499, O76 1.409, H84 1.090, H85 1.090
78 H -4.965 -2.358 6.214  C73 1.090
79 H -6.578 -2.725 5.567  C73 1.090
80 H -5.943 -1.244 3.556  C74 1.090
81 H -4.371 -1.932 4.094  C74 1.090
82 H -5.500 0.797 4.359  C75 1.090
83 H -3.918 0.232 4.957  C75 1.090
84 H -7.333 -0.428 6.159  C77 1.090
85 H -6.637 -0.993 7.550  C77 1.090
86 C 5.035 1.467 -6.373  C87 1.488, C90 1.542, H91 1.090, H92 1.090
87 C 4.248 1.012 -7.551  C86 1.488, C88 1.527, H93 1.090, H94 1.090
88 C 3.514 2.282 -7.976  C87 1.527, O89 1.385, H95 1.090, H96 1.090
89 O 3.957 3.287 -7.133  C88 1.385, C90 1.395
90 C 4.521 2.852 -5.933  C86 1.542, O89 1.395, H97 1.090, H98 1.090
91 H 6.049 1.610 -6.746  C86 1.090
92 H 4.943 0.791 -5.522  C86 1.090
93 H 3.442 0.327 -7.287  C87 1.090
94 H 4.834 0.482 -8.301  C87 1.090
95 H 2.444 2.104 -7.867  C88 1.090
96 H 3.697 2.488 -9.031  C88 1.090
97 H 3.618 2.893 -5.324  C90 1.090
98 H 5.206 3.651 -5.648  C90 1.090
99 C 1.047 -1.540 -0.044  C100 1.498, C103 1.536, H104 1.090, H105 1.090
100 C 1.255 -0.130 -0.503  C99 1.498, C101 1.498, H106 1.090, H107 1.090
101 C 0.330 0.679 0.355  C100 1.498, O102 1.439, H108 1.090, H109 1.090
102 O -0.832 -0.155 0.519  C101 1.439, C103 1.433
103 C -0.285 -1.464 0.718  C99 1.536, O102 1.433, H110 1.090, H111 1.090
104 H 1.853 -1.905 0.593  C99 1.090
105 H 1.063 -2.208 -0.905  C99 1.090
106 H 1.049 -0.002 -1.566  C100 1.090
107 H 2.299 0.150 -0.366  C100 1.090
108 H -0.001 1.604 -0.117  C101 1.090
109 H 0.869 0.898 1.277  C101 1.090
110 H -1.028 -2.149 0.309  C103 1.090
111 H -0.133 -1.582 1.791  C103 1.090
112 C -5.996 2.039 -1.168  O113 1.394, H114 1.090, H115 1.090, H116 1.090
113 O -5.313 3.251 -1.073  C112 1.394, H117 0.960
114 H -6.048 1.695 -2.201  C112 1.090
115 H -5.448 1.322 -0.557  C112 1.090
116 H -6.957 2.337 -0.750  C112 1.090
117 H -5.869 3.733 -0.456  O113 0.960

Results
Charge   0
DFT total energy   -71457.829 eV
HOMO level   -9.3 eV
SMILES string   O=C1OC[C@@H](F)O1.O=C1OC[C@@H](F)O1.C1CCOC1.C1CCOC1.C1CCOC1.C1CCOC1.C1CCOC1.C1CCOC1.C1CCOC1.CO

=====

Entry 2:
ORCA calculation (wB97M-V/def2-TZVPD) on a 6-piece molecular cluster, C35H66N6O6S overall.

Each atom is followed by the atoms it is bonded to, with distances in Å.
Atoms and positions in Å:
1 C 9.866 -1.607 -0.119  C2 1.381, C23 1.383, H24 1.082
2 C 9.824 -0.495 0.699  C1 1.381, C3 1.391, H25 1.083
3 C 9.166 0.658 0.284  C2 1.391, C4 1.387, H26 1.084
4 C 8.546 0.689 -0.957  C3 1.387, C5 1.515, C22 1.382
5 C 7.811 1.924 -1.434  C4 1.515, C6 1.500, H27 1.090, H28 1.090
6 C 6.378 1.619 -1.754  C5 1.500, N7 1.336, N21 1.332
7 N 5.610 1.177 -0.754  C6 1.336, N8 1.306
8 N 4.372 0.858 -1.023  N7 1.306, C9 1.337
9 C 3.956 0.980 -2.287  N8 1.337, C10 1.497, N20 1.331
10 C 2.563 0.541 -2.615  C9 1.497, C11 1.547, H29 1.090, H30 1.091
11 C 2.520 -0.575 -3.686  C10 1.547, C12 1.531, H31 1.094, H32 1.088
12 C 1.588 -1.723 -3.285  C11 1.531, C13 1.536, H33 1.089, H34 1.091
13 C 2.320 -2.773 -2.435  C12 1.536, S14 1.817, H35 1.091, H36 1.089
14 S 1.289 -3.583 -1.179  C13 1.817, C15 1.738
15 C 1.131 -2.263 -0.059  S14 1.738, N16 1.284, O19 1.366
16 N 1.813 -2.001 0.997  C15 1.284, N17 1.391
17 N 1.249 -0.864 1.567  N16 1.391, C18 1.281
18 C 0.275 -0.540 0.800  N17 1.281, O19 1.339, H37 1.078
19 O 0.122 -1.361 -0.248  C15 1.366, C18 1.339
20 N 4.709 1.458 -3.276  C9 1.331, N21 1.313
21 N 5.949 1.794 -3.002  C6 1.332, N20 1.313
22 C 8.593 -0.425 -1.773  C4 1.382, C23 1.393, H38 1.084
23 C 9.256 -1.578 -1.359  C1 1.383, C22 1.393, H39 1.081
24 H 10.371 -2.507 0.210  C1 1.082
25 H 10.286 -0.554 1.677  C2 1.083
26 H 9.115 1.525 0.932  C3 1.084
27 H 8.288 2.290 -2.344  C5 1.090
28 H 7.845 2.702 -0.672  C5 1.090
29 H 1.995 1.406 -2.956  C10 1.090
30 H 2.127 0.163 -1.690  C10 1.091
31 H 3.530 -0.976 -3.813  C11 1.094
32 H 2.235 -0.163 -4.651  C11 1.088
33 H 0.713 -1.352 -2.752  C12 1.089
34 H 1.217 -2.207 -4.189  C12 1.091
35 H 3.173 -2.337 -1.912  C13 1.091
36 H 2.697 -3.585 -3.055  C13 1.089
37 H -0.408 0.287 0.905  C18 1.078
38 H 8.113 -0.400 -2.745  C22 1.084
39 H 9.281 -2.443 -2.008  C23 1.081
40 C 9.143 1.596 5.882  C41 1.519, H45 1.091, H46 1.091, H47 1.091
41 C 8.311 1.459 4.618  C40 1.519, O42 1.415, H48 1.091, H49 1.096
42 O 8.634 0.329 3.830  C41 1.415, C43 1.417
43 C 8.465 -0.934 4.447  O42 1.417, C44 1.519, H50 1.096, H51 1.091
44 C 7.044 -1.222 4.898  C43 1.519, H52 1.091, H53 1.091, H54 1.090
45 H 10.206 1.628 5.638  C40 1.091
46 H 8.878 2.517 6.402  C40 1.091
47 H 8.980 0.768 6.573  C40 1.091
48 H 8.492 2.314 3.967  C41 1.091
49 H 7.242 1.467 4.862  C41 1.096
50 H 9.166 -1.052 5.283  C43 1.096
51 H 8.758 -1.656 3.683  C43 1.091
52 H 6.711 -0.534 5.677  C44 1.091
53 H 6.982 -2.232 5.302  C44 1.091
54 H 6.353 -1.142 4.057  C44 1.090
55 C -4.270 -1.615 -5.046  C56 1.520, H60 1.091, H61 1.091, H62 1.091
56 C -2.848 -2.145 -4.969  C55 1.520, O57 1.417, H63 1.091, H64 1.096
57 O -2.102 -1.657 -3.869  C56 1.417, C58 1.418
58 C -2.651 -1.921 -2.589  O57 1.418, C59 1.517, H65 1.097, H66 1.091
59 C -2.854 -3.395 -2.290  C58 1.517, H67 1.091, H68 1.091, H69 1.092
60 H -4.272 -0.524 -5.077  C55 1.091
61 H -4.754 -1.989 -5.949  C55 1.091
62 H -4.874 -1.933 -4.194  C55 1.091
63 H -2.286 -1.827 -5.848  C56 1.091
64 H -2.854 -3.241 -4.974  C56 1.096
65 H -3.593 -1.376 -2.457  C58 1.097
66 H -1.936 -1.497 -1.883  C58 1.091
67 H -3.578 -3.856 -2.962  C59 1.091
68 H -3.232 -3.514 -1.273  C59 1.091
69 H -1.910 -3.937 -2.374  C59 1.092
70 C -5.132 1.916 3.047  C71 1.519, H75 1.091, H76 1.091, H77 1.091
71 C -5.731 1.453 1.730  C70 1.519, O72 1.417, H78 1.090, H79 1.096
72 O -4.823 1.462 0.642  C71 1.417, C73 1.413
73 C -3.678 0.648 0.783  O72 1.413, C74 1.520, H80 1.098, H81 1.092
74 C -3.976 -0.832 0.963  C73 1.520, H82 1.091, H83 1.092, H84 1.091
75 H -4.716 2.920 2.950  C70 1.091
76 H -5.905 1.938 3.817  C70 1.091
77 H -4.340 1.252 3.396  C70 1.091
78 H -6.528 2.133 1.429  C71 1.090
79 H -6.186 0.462 1.843  C71 1.096
80 H -3.046 1.014 1.603  C73 1.098
81 H -3.115 0.792 -0.141  C73 1.092
82 H -4.527 -1.032 1.882  C74 1.091
83 H -3.044 -1.398 1.007  C74 1.092
84 H -4.567 -1.205 0.125  C74 1.091
85 C -8.726 -3.606 -4.060  C86 1.519, H90 1.091, H91 1.090, H92 1.091
86 C -7.359 -4.259 -3.953  C85 1.519, O87 1.416, H93 1.091, H94 1.096
87 O -6.590 -3.816 -2.849  C86 1.416, C88 1.416
88 C -7.147 -4.039 -1.566  O87 1.416, C89 1.519, H95 1.096, H96 1.091
89 C -7.398 -5.501 -1.242  C88 1.519, H97 1.091, H98 1.090, H99 1.091
90 H -8.629 -2.521 -4.110  C85 1.091
91 H -9.231 -3.951 -4.963  C85 1.090
92 H -9.366 -3.850 -3.211  C85 1.091
93 H -6.761 -4.001 -4.828  C86 1.091
94 H -7.455 -5.350 -3.944  C86 1.096
95 H -8.065 -3.455 -1.437  C88 1.096
96 H -6.412 -3.630 -0.872  C88 1.091
97 H -8.141 -5.948 -1.903  C89 1.091
98 H -7.766 -5.595 -0.220  C89 1.090
99 H -6.475 -6.076 -1.333  C89 1.091
100 C -6.306 6.630 1.878  C101 1.519, H105 1.091, H106 1.090, H107 1.091
101 C -6.267 5.892 3.205  C100 1.519, O102 1.416, H108 1.091, H109 1.096
102 O -4.963 5.582 3.658  C101 1.416, C103 1.416
103 C -4.100 6.681 3.885  O102 1.416, C104 1.519, H110 1.096, H111 1.090
104 C -4.600 7.659 4.933  C103 1.519, H112 1.091, H113 1.090, H114 1.091
105 H -5.791 6.056 1.106  C100 1.091
106 H -7.341 6.778 1.567  C100 1.090
107 H -5.837 7.612 1.940  C100 1.091
108 H -6.761 4.925 3.100  C101 1.091
109 H -6.820 6.449 3.970  C101 1.096
110 H -3.886 7.204 2.945  C103 1.096
111 H -3.163 6.234 4.218  C103 1.090
112 H -5.529 8.146 4.633  C104 1.091
113 H -3.856 8.440 5.095  C104 1.090
114 H -4.777 7.147 5.880  C104 1.091

Results
Charge   0
DFT total energy   -69421.409 eV
HOMO level   -9.0 eV
SMILES string   c1ccc(Cc2nnc(CCCCSc3nnco3)nn2)cc1.CCOCC.CCOCC.CCOCC.CCOCC.CCOCC
ΔE to the lowest compared entry with this formula, charge and spin   0.0 kcal per mole

=====

> charge of number 1 (C35H66F2O14)?

0